Entry 1:
ORCA calculation (ωB97M-V/def2-TZVPD) on a molecular structure, C21H28BCuN8S.

Values from the calculation:
<S²> = 0.753
LUMO energy (alpha / beta) = -3.70 / -4.88 eV
Kohn-Sham gap (alpha / beta) = 7.55 / 6.38 eV
Energy relative to the best compared isomer or geometry (same formula, charge and spin) = 0.0 kJ/mol

Geometry as ORCA input:
```
! RIJCOSX wB97M-V def2-TZVPD def2/J DEFGRID3
* xyz 1 2
Cu -0.065 0.026 0.389
S 0.742 -1.522 7.568
N 1.571 0.004 -0.613
N -0.858 -1.430 -0.680
N 1.408 -0.013 -1.953
N -0.355 0.836 7.393
N -0.743 -1.260 -2.017
N -0.747 1.254 -2.110
N 0.223 -0.138 2.446
N -0.919 1.541 -0.789
C -0.312 0.919 4.529
C 2.877 -0.009 -0.341
C -1.599 2.691 -0.727
C -1.766 -3.084 0.918
C 0.166 -0.171 5.255
C 2.794 -0.041 -4.028
C 0.157 -0.218 6.745
C 0.686 -1.186 3.142
C -1.301 -2.305 -2.654
C 0.676 -1.239 4.518
C -2.021 3.355 0.537
C -1.351 -2.430 -4.138
C -1.850 3.154 -2.020
C 3.575 -0.024 -1.549
C 3.419 0.002 1.048
C -1.785 -3.174 -1.689
C -1.299 2.216 -2.871
C -0.259 0.893 3.148
C -1.481 -2.588 -0.458
C 2.612 -0.028 -2.549
C -1.283 2.202 -4.361
B -0.011 -0.021 -2.574
H -0.599 1.750 2.590
H -1.395 -2.377 1.660
H -0.730 1.800 4.994
H -1.767 2.751 1.400
H -1.288 -4.050 1.080
H 1.076 -2.013 2.564
H -1.879 -1.588 -4.586
H -0.363 0.828 8.398
H 2.334 0.834 -4.487
H 4.503 0.062 1.016
H -2.837 -3.216 1.067
H -0.261 2.203 -4.741
H 4.643 -0.032 -1.682
H 2.339 -0.927 -4.470
H -1.869 -3.346 -4.411
H 3.140 -0.909 1.580
H -1.794 3.083 -4.742
H -0.347 -2.461 -4.560
H -2.289 -4.110 -1.861
H 3.037 0.856 1.609
H -2.373 4.054 -2.296
H 0.049 -0.066 -3.756
H 3.855 -0.040 -4.264
H -0.722 1.643 6.922
H 1.060 -2.104 5.039
H -1.537 4.327 0.634
H -3.098 3.515 0.540
H -1.787 1.317 -4.750
*
```


Entry 2:
ORCA calculation (ωB97M-V/def2-TZVPD) on 4 unconnected molecules or ions with the total composition C21H28BF3O15S.

Values from the calculation:
LUMO energy = 0.39 eV
Kohn-Sham gap = 8.83 eV
Energy relative to the best compared isomer or geometry (same formula, charge and spin) = 55.4 kJ/mol

Geometry as ORCA input:
```
! RIJCOSX wB97M-V def2-TZVPD def2/J DEFGRID3
* xyz 0 1
S -2.126 2.009 -3.845
F 5.199 4.888 -1.513
F 1.189 -4.688 -1.949
F -0.991 1.396 7.079
O 0.890 -0.865 3.754
O 0.298 0.225 5.642
O -0.829 0.589 3.738
O -4.969 0.010 -2.862
O -3.609 1.416 -4.256
O -1.474 -4.925 1.593
O -0.269 -4.414 -0.248
O 4.010 4.041 0.208
O -3.371 -1.037 -4.201
O 3.302 3.752 2.334
O 4.390 5.632 1.746
O -1.202 0.640 -3.745
O 0.371 -6.109 1.076
O 0.573 -0.303 -2.518
O -2.297 2.542 -2.524
C 1.234 -6.121 -0.063
C 4.364 5.217 -0.498
C 1.066 -4.721 -0.598
C 0.047 0.866 -3.082
C 2.673 -0.302 -0.262
C -1.515 1.302 4.769
C 0.187 -0.096 4.320
C -4.547 0.265 -1.514
C 0.155 -0.497 -0.133
C 5.068 6.035 0.555
C -0.181 -0.798 -1.445
C -0.552 -5.130 0.879
C 1.312 1.803 -0.192
C -2.072 -2.119 -0.740
C -3.219 -2.993 -1.176
C -1.772 -1.788 0.558
C -1.253 -1.601 -1.720
C -0.673 -1.011 0.831
C -0.453 1.410 5.835
C 1.351 0.336 0.283
C 3.848 4.410 1.515
B -3.947 0.112 -3.774
H 1.990 2.363 0.462
H 2.467 -0.912 -1.144
H -2.377 0.721 5.102
H -2.405 -2.157 1.360
H 3.107 -0.950 0.505
H 6.126 5.782 0.632
H 1.723 1.909 -1.200
H 0.335 2.285 -0.088
H 2.258 -6.345 0.225
H 4.971 7.106 0.393
H 1.737 -3.982 -0.154
H 0.783 1.166 -3.837
H 0.890 -6.875 -0.773
H -0.450 -0.794 1.872
H 3.464 5.681 -0.905
H -3.475 0.108 -1.370
H 0.203 2.277 5.734
H -1.442 -1.831 -2.764
H -1.858 2.270 4.414
H -3.897 -3.272 -0.367
H -2.627 -0.887 -4.798
H 3.383 0.479 -0.545
H -5.073 -0.384 -0.807
H -0.001 1.650 -2.325
H -4.845 1.288 -1.257
H -2.825 -3.908 -1.634
H 1.423 0.320 1.373
H -3.791 -2.485 -1.959
*
```


Entry 3:
ORCA calculation (ωB97M-V/def2-TZVPD) on a molecular structure, C21H28BN9O11Sr.

Values from the calculation:
LUMO energy (alpha / beta) = 3.78 / 3.78 eV
Kohn-Sham gap (alpha / beta) = 5.42 / 4.75 eV
Energy relative to the best compared isomer or geometry (same formula, charge and spin) = 0.0 kJ/mol

Geometry as ORCA input:
```
! RIJCOSX wB97M-V def2-TZVPD def2/J DEFGRID3
* xyz -2 1
Sr 1.678 0.295 0.076
O 3.470 3.071 -1.555
O 7.118 -2.286 5.419
O -1.752 1.169 -0.603
O -1.961 -0.834 0.488
O 2.619 0.559 2.257
O 2.759 1.951 4.570
O 3.612 0.822 6.177
O 5.332 -1.044 -0.369
O 1.685 1.854 -1.844
O 3.868 0.598 -0.100
O 7.747 -2.748 3.425
N 4.130 3.254 1.082
N 0.790 3.030 2.483
N 1.590 -1.898 -0.714
N 1.950 2.782 0.126
N 4.611 -0.356 0.385
N 2.425 2.565 -1.135
N 3.455 1.008 4.976
N 2.186 3.299 2.309
N 6.998 -2.200 4.209
C 5.914 -1.369 3.667
C -6.468 1.061 -2.369
C -5.266 0.529 -1.578
C 2.784 3.101 1.140
C -4.309 -1.241 -0.184
C -5.371 -0.693 -0.912
C 0.973 -2.777 -1.659
C -3.006 0.676 -0.800
C 5.741 -1.299 2.284
C 4.702 -0.510 1.772
C -6.219 2.465 -2.919
C -7.711 1.122 -1.470
C 0.203 -2.041 -2.789
C -4.048 1.226 -1.518
C 5.155 -0.649 4.550
C 2.097 -3.600 -2.308
C 3.720 0.135 2.657
C -0.015 -3.749 -0.977
C 4.122 0.172 4.053
C -6.754 0.125 -3.554
C -3.129 -0.533 -0.139
B -0.988 0.220 0.219
H 5.351 -0.681 5.606
H -6.982 -0.886 -3.208
H -7.512 1.733 -0.584
H -5.881 0.065 -4.211
H 2.821 -2.935 -2.788
H -5.400 2.474 -3.643
H -6.301 -1.251 -0.959
H -3.898 2.175 -2.021
H 0.870 -1.312 -3.260
H -0.771 -3.177 -0.433
H -0.179 -2.729 -3.560
H -0.648 -1.497 -2.363
H 6.389 -1.829 1.608
H -7.607 0.491 -4.140
H -5.976 3.170 -2.119
H 0.436 2.621 1.621
H -8.555 1.563 -2.015
H 2.622 -4.176 -1.540
H -4.408 -2.193 0.327
H 0.760 2.286 3.174
H 2.715 3.046 3.133
H 4.532 2.934 0.213
H 4.622 2.954 1.911
H -8.012 0.128 -1.130
H 1.685 -4.287 -3.058
H -7.120 2.823 -3.427
H -0.518 -4.404 -1.706
H 0.532 -4.366 -0.256
*
```


Entry 4:
ORCA calculation (ωB97M-V/def2-TZVPD) on a molecular structure, C21H28BiClN3O7S.

Values from the calculation:
LUMO energy = -3.33 eV
Kohn-Sham gap = 7.72 eV
Energy relative to the best compared isomer or geometry (same formula, charge and spin) = 0.0 kJ/mol

Geometry as ORCA input:
```
! RIJCOSX wB97M-V def2-TZVPD def2/J DEFGRID3
* xyz 1 1
Bi 2.856 -0.219 -3.307
Cl 2.165 0.808 4.299
S -0.631 -2.763 2.607
O 2.734 2.092 -2.445
O 2.767 -0.734 -0.955
O 0.968 0.834 -2.714
O -0.910 -3.584 1.461
O -0.071 -3.357 3.786
O 1.542 -1.787 -2.412
O 1.170 3.700 -0.712
N 1.663 0.575 -5.354
N 0.363 -1.542 2.047
N 2.268 -2.145 -4.951
C 1.506 1.942 -2.332
C 2.912 2.160 2.081
C 1.168 -2.373 -0.136
C 0.590 3.034 -1.801
C 1.498 -1.724 -6.133
C -2.058 -1.843 3.053
C -4.263 -0.307 3.737
C 1.848 1.660 2.816
C 1.876 -1.580 -1.177
C 0.543 1.840 2.397
C 2.641 2.817 0.896
C -3.381 -0.756 4.717
C -2.277 -1.525 4.385
C -4.025 -0.654 2.407
C 1.332 2.978 0.462
C 1.535 -2.035 1.308
C -1.179 2.765 0.826
C 0.255 2.518 1.214
C -5.462 0.517 4.115
C 0.712 -0.472 -5.790
C -2.927 -1.418 2.056
H -1.587 1.935 0.244
H 1.687 -2.677 -4.308
H -1.792 2.866 1.720
H -0.272 1.469 3.008
H -1.280 3.682 0.246
H 2.295 0.813 -6.114
H 3.437 3.230 0.291
H 2.196 -1.506 -6.943
H 3.926 2.046 2.437
H 3.056 -2.729 -5.211
H -5.861 1.056 3.257
H 0.821 -2.505 -6.481
H 0.126 -0.149 -6.651
H 0.100 -2.204 -0.289
H 1.314 -3.428 -0.372
H 1.973 -2.906 1.800
H 0.487 3.786 -2.585
H -5.214 1.236 4.895
H -4.716 -0.323 1.641
H 0.032 -0.664 -4.958
H -6.256 -0.125 4.502
H -2.745 -1.707 1.030
H -0.384 2.590 -1.596
H 2.275 -1.236 1.321
H 1.167 1.417 -5.079
H -1.595 -1.892 5.140
H 0.644 -0.994 2.855
H -3.562 -0.500 5.753
*
```


Entry 5:
ORCA calculation (ωB97M-V/def2-TZVPD) on 2 unconnected molecules or ions with the total composition C21H28Br3F4N2O12PS3.

Values from the calculation:
SMILES string = O=NO[C@@H]1[C@@H](CC[C@](F)(Br)C(F)(F)Br)[C@@H](P(O)O)[C@](CCCSC(=S)N2CCOCC2)(CC(=O)Br)OS1(=O)=O.O=C1OC[C@@H](F)O1
LUMO energy = -0.35 eV
Kohn-Sham gap = 8.22 eV

Geometry as ORCA input:
```
! RIJCOSX wB97M-V def2-TZVPD def2/J DEFGRID3
* xyz 0 1
Br -0.164 -3.725 -0.528
Br 2.316 -1.023 -4.660
Br -1.764 -6.633 0.397
S -2.409 0.920 -2.231
S -3.487 -1.775 -1.554
S 4.566 -0.498 0.489
P 1.435 0.747 1.979
F -0.060 -6.486 2.441
F 1.243 -5.909 0.124
F -1.281 -4.715 2.222
F -1.696 7.839 -2.113
O 4.371 -2.746 1.756
O 0.729 4.176 -1.482
O 4.014 0.361 -2.995
O 5.365 -3.847 3.294
O -0.527 6.048 -1.387
O -5.461 0.471 2.137
O 1.218 -0.223 3.299
O 3.518 0.521 -0.123
O -0.131 1.227 1.750
O 5.431 0.264 1.325
O 0.792 5.693 -3.143
O 5.110 -1.319 -0.545
N -4.488 0.558 -0.646
N 4.718 -2.904 3.147
C -0.464 7.282 -2.079
C -4.741 1.592 1.643
C 1.549 -4.272 1.792
C -0.884 0.374 -1.424
C 0.369 5.199 -1.959
C 2.402 -0.959 -1.754
C -3.830 1.336 0.446
C -5.643 -0.197 -0.137
C -3.573 -0.158 -1.383
C 0.327 1.066 -2.057
C -0.581 -5.636 1.543
C 0.020 6.857 -3.451
C 3.581 -1.588 1.586
C 3.093 -0.369 -2.965
C 2.207 0.038 -0.599
C 0.582 -4.932 0.802
C 1.376 -2.767 2.028
C 1.499 1.303 -1.108
C -5.387 -0.663 1.280
C 1.513 -0.595 0.629
C 2.197 -1.909 1.042
H 0.210 7.954 -1.545
H 2.558 -4.504 1.448
H -5.897 -1.004 -0.817
H 2.261 1.861 -1.655
H -0.717 0.816 2.398
H 1.205 1.941 -0.275
H -4.093 1.948 2.450
H 0.321 -2.507 1.964
H 1.709 -2.550 3.041
H 1.425 -4.786 2.745
H -0.934 0.576 -0.357
H 0.012 2.051 -2.406
H -6.164 -1.353 1.606
H -0.828 -0.709 -1.562
H 0.626 0.518 -2.951
H 0.635 7.597 -3.953
H -2.913 0.833 0.762
H 3.543 -1.057 2.541
H -6.493 0.491 -0.114
H 2.346 -2.533 0.160
H 0.468 -0.819 0.408
H 1.516 0.245 4.088
H -0.823 6.578 -4.085
H -4.416 -1.160 1.364
H -3.537 2.309 0.052
H 1.437 -1.348 -2.072
H 3.013 -1.816 -1.476
H -5.440 2.403 1.414
*
```


Entry 6:
ORCA calculation (ωB97M-V/def2-TZVPD) on 6 unconnected molecules or ions with the total composition C21H28BrF5IN3O19P.

Values from the calculation:
LUMO energy = -4.79 eV
Kohn-Sham gap = 7.64 eV

Geometry as ORCA input:
```
! RIJCOSX wB97M-V def2-TZVPD def2/J DEFGRID3
* xyz 1 1
I -1.038 3.145 -3.594
Br -1.685 -2.579 -1.774
P -1.636 0.023 2.283
F -2.496 -2.566 6.790
F 2.873 1.866 -2.176
F 4.297 0.478 -6.561
F 4.752 -3.185 -5.271
F -2.551 -4.995 1.032
O -0.330 -5.758 3.511
O -1.749 0.391 10.017
O 0.896 3.331 -6.598
O -1.226 -6.689 1.656
O 0.996 3.843 1.329
O 3.617 -1.937 -3.798
O 2.874 -1.208 -1.766
O 2.895 2.580 1.164
O -0.983 -1.616 2.082
O 2.824 2.145 -6.307
O 4.774 -2.471 -1.931
O -2.140 -1.417 8.678
O 0.985 1.104 -7.109
O -2.370 0.199 3.867
O -2.707 -0.256 -3.255
O -4.052 2.281 1.958
O 1.738 3.114 -0.703
O 0.462 -7.765 2.753
O -2.585 0.660 7.905
N -1.835 1.693 -0.910
N -3.503 2.685 0.776
N -2.819 0.221 0.971
C -1.889 -0.606 -2.247
C -2.661 1.519 0.210
C 1.805 3.229 0.653
C -0.299 -6.818 2.646
C 1.517 2.284 -6.667
C -2.106 -5.685 2.106
C 4.895 -2.382 -4.192
C 2.053 0.179 -7.160
C -0.956 4.150 -0.662
C -2.124 -0.083 8.957
C 3.494 1.893 0.083
C -1.850 3.058 -1.560
C 3.027 0.755 -6.190
C -2.787 -0.242 6.836
C -1.245 -4.827 2.969
C -2.963 -1.544 7.541
C -1.842 5.513 -0.307
C 3.684 -1.822 -2.442
C 3.016 2.668 -1.097
C 5.373 -3.158 -3.012
C -1.010 0.495 -1.344
H -3.992 -1.750 7.853
H -2.352 5.302 0.732
H 3.147 0.854 0.076
H 3.643 3.529 -1.353
H -0.611 -0.143 -0.416
H 6.462 -3.152 -2.925
H 5.522 -1.522 -4.447
H -0.003 4.517 -1.266
H 5.025 -4.196 -3.019
H -0.290 -1.494 1.349
H -2.939 3.542 -1.641
H -2.951 -6.143 2.631
H -2.914 -0.613 0.356
H 4.583 1.898 0.170
H -0.059 0.748 -1.975
H -3.667 0.035 6.249
H -4.343 2.753 0.130
H -4.517 3.042 2.415
H -2.630 5.725 -1.175
H -1.910 -0.231 6.181
H -0.696 -4.069 2.399
H 2.865 0.445 -5.153
H 2.446 0.135 -8.181
H -1.164 6.485 -0.241
H -0.654 3.681 0.382
H -1.812 -4.329 3.759
H -3.321 -0.123 3.842
H 1.719 -0.821 -6.869
*
```


Entry 7:
ORCA calculation (ωB97M-V/def2-TZVPD) on a molecular structure, C21H28ClN3O2SeYb.

Values from the calculation:
<S²> = 0.762
LUMO energy (alpha / beta) = 2.43 / 2.38 eV
Kohn-Sham gap (alpha / beta) = 3.34 / 6.00 eV
Energy relative to the best compared isomer or geometry (same formula, charge and spin) = 0.0 kJ/mol

Geometry as ORCA input:
```
! RIJCOSX wB97M-V def2-TZVPD def2/J DEFGRID3
* xyz -1 2
Yb 0.253 0.220 0.004
Se -0.981 -4.516 2.595
Cl 2.004 -1.069 1.626
O 2.667 -2.062 -2.684
O -1.486 2.541 3.235
N 0.963 -1.045 -1.713
N -0.586 -2.099 1.052
N -1.023 1.031 1.691
C 1.240 2.647 0.649
C -2.725 1.743 3.101
C 2.435 1.349 -1.074
C -0.556 -1.663 -3.484
C 2.218 -1.043 -1.970
C 2.022 2.255 -2.039
C 1.286 3.370 -1.636
C -0.565 -3.154 1.607
C 2.390 2.079 -3.483
C 3.139 0.054 -1.471
C -3.257 0.153 1.181
C 0.706 2.731 2.079
C 1.532 -3.000 -2.832
C -0.577 -3.043 -1.502
C -2.087 -0.638 3.221
C 0.321 -2.205 -2.372
C -2.289 0.540 2.283
C -0.635 2.070 2.332
C 0.830 3.545 -0.328
C 2.089 1.601 0.262
C -0.052 4.712 0.008
H 1.052 4.137 -2.383
H -0.709 -2.401 -4.274
H -0.113 -0.759 -3.900
H 3.449 1.850 -3.630
H -3.066 1.505 4.120
H -4.241 -0.119 1.562
H 3.623 -0.336 -0.583
H -1.297 -2.411 -0.971
H 3.894 0.247 -2.219
H 1.777 -3.829 -2.151
H 1.503 -3.395 -3.862
H 2.181 2.992 -4.051
H -3.495 2.363 2.598
H 1.823 1.275 -3.966
H -1.076 4.405 0.248
H -1.529 -1.369 -3.080
H -1.754 -1.508 2.602
H -2.998 -0.884 3.797
H -1.266 -0.409 3.902
H -2.915 -0.714 0.613
H -0.119 5.407 -0.835
H 0.654 3.759 2.401
H -1.183 -3.790 -2.033
H 0.313 5.285 0.865
H 1.435 2.231 2.713
H 2.426 0.884 1.036
H -3.384 0.944 0.441
H 0.008 -3.570 -0.758
*
```


| no. | largest force on an atom (eV/Å) | M (g mol⁻¹) |
| --- | --- | --- |
| 1 | 0.90 | 498.936 |
| 2 | 2.16 | 620.313 |
| 3 | 2.83 | 680.939 |
| 4 | 0.67 | 710.969 |
| 5 | 0.90 | 943.336 |
| 6 | 9.70 | 959.229 |
| 7 | 4.76 | 641.927 |